# 1
Entry from the OMol25 dataset: a molecular structure, C20H17Cl4CsN2O5Te (wB97M-V/def2-TZVPD).

## Properties
Charge: -2

Geometry (Å):
Cs (-0.148, 0.258, -2.710)
Cl (-1.485, -6.726, -3.723)
C (-1.612, -5.153, -2.985)
C (-2.834, -4.673, -2.573)
Cl (-4.278, -5.629, -2.782)
C (-2.901, -3.392, -1.994)
Cl (-4.450, -2.785, -1.446)
C (-1.799, -2.534, -1.811)
O (-1.925, -1.374, -1.275)
C (-0.483, -3.052, -2.250)
O (0.589, -2.370, -2.103)
C (-0.472, -4.347, -2.811)
Cl (1.088, -4.961, -3.314)
C (3.387, 1.615, -2.324)
O (3.949, 0.321, -2.542)
H (4.200, 2.336, -2.416)
H (2.937, 1.714, -1.334)
H (2.623, 1.869, -3.062)
H (3.274, -0.327, -2.323)
C (-0.670, 5.456, 0.784)
N (-0.435, 4.894, -0.528)
C (-1.018, 5.437, -1.636)
C (-0.869, 4.887, -2.847)
C (-0.068, 3.657, -2.974)
O (0.092, 3.155, -4.099)
N (0.480, 3.134, -1.849)
C (0.326, 3.699, -0.639)
O (0.811, 3.251, 0.406)
H (-0.764, 6.540, 0.704)
H (0.170, 5.196, 1.421)
H (-1.578, 5.052, 1.241)
H (-1.595, 6.341, -1.468)
H (-1.309, 5.312, -3.737)
C (1.188, 0.215, 2.698)
Te (-0.090, 0.074, 0.974)
C (-0.154, -1.978, 1.549)
C (0.090, -1.998, 3.033)
C (-0.324, -3.045, 3.849)
C (-0.088, -3.020, 5.217)
C (0.570, -1.939, 5.786)
C (0.988, -0.889, 4.977)
C (0.754, -0.906, 3.607)
H (1.121, 1.190, 3.175)
H (2.218, 0.064, 2.370)
H (0.632, -2.503, 1.002)
H (-1.110, -2.402, 1.250)
H (-0.847, -3.884, 3.404)
H (-0.427, -3.840, 5.840)
H (0.751, -1.905, 6.854)
H (1.497, -0.036, 5.414)

Forces on atoms 1 to 2 (eV/Å):
Cs 0.023 0.103 -0.355
Cl 0.013 -0.029 -0.012

# 2
Entry from the OMol25 dataset: 3 unconnected molecules or ions with the total composition C3H14N2O2 in a non-equilibrium geometry (wB97M-V/def2-TZVPD).

## Properties
SMILES string: CCNCN.O.O

Geometry (Å):
C (0.038, -2.118, -0.245)
C (-1.210, -1.409, -0.186)
N (-1.087, -0.193, -1.083)
C (-0.139, 0.861, -0.492)
N (-0.275, 2.232, -0.921)
H (0.145, -2.370, -1.293)
H (0.218, -3.034, 0.341)
H (0.917, -1.482, 0.089)
H (-2.123, -1.760, -0.650)
H (-1.489, -1.176, 0.926)
H (-1.863, 0.378, -1.269)
H (0.869, 0.393, -0.706)
H (-0.241, 0.652, 0.653)
H (-0.507, 2.319, -1.880)
H (0.635, 2.727, -0.984)
O (2.141, 1.916, 5.959)
H (2.659, 2.542, 6.438)
H (1.663, 2.440, 5.198)
O (-0.389, -1.046, -3.570)
H (0.617, -1.057, -3.696)
H (-0.579, -0.814, -2.629)

Forces on atoms 1 to 2 (eV/Å):
C 3.169 -1.282 -0.189
C -3.200 3.599 1.472

# 3
Entry from the OMol25 dataset: 2 unconnected molecules or ions with the total composition C23H23N2O2 in a non-equilibrium geometry (wB97M-V/def2-TZVPD).

## Properties
Charge: +1

Geometry (Å):
C (-5.628, 3.126, -1.553)
O (-5.477, 1.690, -1.490)
C (-4.242, 1.151, -1.648)
C (-4.133, -0.251, -1.446)
C (-2.900, -0.844, -1.393)
C (-1.700, -0.088, -1.576)
C (-0.453, -0.704, -1.318)
C (0.819, -0.075, -1.327)
C (1.998, -0.837, -1.592)
C (3.228, -0.238, -1.680)
C (3.348, 1.171, -1.547)
O (4.592, 1.692, -1.702)
C (4.749, 3.128, -1.660)
C (2.202, 1.947, -1.241)
C (0.988, 1.315, -1.060)
C (-1.858, 1.263, -2.018)
C (-3.079, 1.905, -1.957)
H (-6.703, 3.281, -1.447)
H (-5.092, 3.619, -0.728)
H (-5.282, 3.525, -2.518)
H (-5.048, -0.818, -1.287)
H (-2.811, -1.917, -1.223)
H (-0.463, -1.786, -1.211)
H (1.888, -1.906, -1.782)
H (4.131, -0.811, -1.883)
H (5.825, 3.281, -1.764)
H (4.216, 3.610, -2.493)
H (4.398, 3.543, -0.703)
H (2.277, 3.035, -1.154)
H (0.136, 1.926, -0.760)
H (-1.009, 1.811, -2.426)
H (-3.153, 2.983, -2.132)
N (3.873, -2.254, 3.107)
C (2.526, -2.354, 3.006)
C (1.783, -1.386, 2.273)
C (0.394, -1.487, 2.217)
C (-0.241, -2.565, 2.912)
N (-1.606, -2.404, 2.789)
C (-1.880, -1.286, 2.030)
C (-0.676, -0.710, 1.648)
C (0.467, -3.522, 3.634)
C (1.857, -3.432, 3.657)
H (4.421, -2.968, 3.568)
H (4.389, -1.525, 2.638)
H (2.290, -0.557, 1.778)
H (-2.295, -2.997, 3.242)
H (-2.896, -0.979, 1.812)
H (-0.543, 0.205, 1.086)
H (-0.076, -4.314, 4.147)
H (2.452, -4.190, 4.172)

Forces on atoms 1 to 2 (eV/Å):
C -0.012 -0.101 -0.064
O 1.358 -0.313 -0.318

# 4
Entry from the OMol25 dataset: a molecular structure, C35H52N5O4P2PdS10Te in a non-equilibrium geometry (wB97M-V/def2-TZVPD).

## Properties
<S²>: 8.8173
Spin multiplicity: 6

Geometry (Å):
Pd (-0.715, -0.606, 1.893)
S (4.967, 3.926, 3.428)
C (3.757, 2.844, 3.338)
S (3.968, 1.195, 2.831)
C (2.286, 0.711, 2.844)
C (1.390, 1.682, 3.312)
S (-0.261, 1.459, 3.507)
S (2.105, 3.222, 3.735)
S (1.852, -0.823, 2.312)
C (0.952, -3.860, -2.298)
N (1.025, -3.478, -0.894)
C (2.343, -3.676, -0.287)
P (-0.281, -3.595, 0.110)
O (-0.033, -3.000, 1.441)
O (-1.365, -2.807, -0.819)
P (-2.803, -2.333, -0.204)
O (-2.689, -2.010, 1.232)
N (-3.223, -1.214, -1.336)
C (-4.426, -0.455, -0.974)
C (-2.249, -0.455, -2.128)
N (-3.845, -3.587, -0.428)
C (-4.674, -4.091, 0.659)
C (-4.238, -3.997, -1.768)
N (-0.948, -5.094, 0.232)
C (-1.330, -5.868, -0.939)
C (-0.750, -5.886, 1.445)
H (1.699, -3.289, -2.855)
H (-0.029, -3.621, -2.703)
H (1.158, -4.926, -2.454)
H (3.072, -3.044, -0.800)
H (2.677, -4.718, -0.360)
H (2.314, -3.381, 0.758)
H (-5.140, -1.112, -0.471)
H (-4.890, -0.072, -1.884)
H (-4.203, 0.377, -0.301)
H (-1.490, -1.122, -2.528)
H (-1.759, 0.337, -1.559)
H (-2.780, -0.003, -2.969)
H (-4.380, -3.611, 1.589)
H (-4.549, -5.173, 0.769)
H (-5.732, -3.885, 0.468)
H (-3.558, -3.574, -2.504)
H (-5.253, -3.661, -2.007)
H (-4.211, -5.086, -1.849)
H (-1.486, -5.214, -1.795)
H (-2.268, -6.390, -0.734)
H (-0.572, -6.615, -1.194)
H (-0.372, -5.246, 2.234)
H (-0.038, -6.701, 1.275)
H (-1.702, -6.315, 1.769)
C (-2.457, 2.973, 0.704)
C (-1.846, 1.616, 0.990)
O (-2.527, 0.792, 1.662)
N (-0.652, 1.243, 0.522)
Te (0.823, 2.857, 0.149)
C (2.788, 3.900, -0.172)
C (2.797, 5.263, 0.159)
C (1.615, 5.976, 0.780)
C (3.948, 6.003, -0.100)
C (5.088, 5.424, -0.639)
C (6.332, 6.235, -0.898)
C (5.068, 4.062, -0.907)
C (3.940, 3.281, -0.673)
C (4.025, 1.806, -0.970)
C (0.841, 2.247, -1.896)
C (0.591, 3.217, -2.880)
C (0.361, 4.679, -2.569)
C (0.552, 2.833, -4.219)
C (0.769, 1.524, -4.613)
C (0.703, 1.117, -6.064)
C (1.018, 0.580, -3.626)
C (1.043, 0.904, -2.273)
C (1.269, -0.225, -1.305)
H (-3.515, 2.952, 0.958)
H (-2.321, 3.249, -0.342)
H (-1.960, 3.721, 1.325)
H (1.197, 5.411, 1.611)
H (0.821, 6.136, 0.047)
H (1.921, 6.951, 1.159)
H (3.955, 7.061, 0.146)
H (6.143, 7.301, -0.769)
H (6.699, 6.067, -1.911)
H (7.127, 5.944, -0.208)
H (5.963, 3.583, -1.295)
H (5.037, 1.440, -0.789)
H (3.770, 1.605, -2.015)
H (3.345, 1.243, -0.340)
H (-0.002, 4.816, -1.553)
H (-0.371, 5.104, -3.256)
H (1.290, 5.248, -2.667)
H (0.341, 3.588, -4.972)
H (0.602, 1.988, -6.713)
H (-0.153, 0.461, -6.240)
H (1.602, 0.572, -6.356)
H (1.199, -0.453, -3.916)
H (0.350, -0.783, -1.146)
H (1.581, 0.126, -0.330)
H (2.024, -0.918, -1.685)
C (-1.654, 0.021, 7.166)
S (-3.279, -0.433, 6.515)
C (-3.063, -1.940, 5.679)
C (-2.036, -2.379, 4.843)
S (-0.601, -1.613, 4.442)
S (-2.324, -3.966, 4.140)
C (-3.872, -4.288, 4.826)
S (-4.723, -5.655, 4.561)
S (-4.426, -3.000, 5.853)
H (-1.866, 0.833, 7.861)
H (-0.997, 0.364, 6.376)
H (-1.217, -0.823, 7.693)

Forces on atoms 1 to 2 (eV/Å):
Pd 0.980 1.691 0.670
S 0.046 0.043 0.002

# 5
Entry from the OMol25 dataset: C16H21N3OS in the gas phase in a non-equilibrium geometry (wB97M-V/def2-TZVPD).

## Properties
SMILES string: CCC(CC)C(=O)Nc1nnc(CCc2ccccc2)s1

Geometry (Å):
C (3.776, -1.688, -2.044)
C (2.527, -1.716, -2.917)
C (1.271, -2.063, -2.108)
C (-0.018, -2.015, -2.946)
C (-0.091, -3.134, -3.978)
C (1.105, -1.146, -0.912)
O (0.988, -1.532, 0.229)
N (1.059, 0.190, -1.214)
C (0.876, 1.152, -0.260)
N (0.821, 2.414, -0.531)
N (0.629, 3.163, 0.550)
C (0.539, 2.500, 1.645)
C (0.241, 3.102, 2.967)
C (-1.280, 3.323, 3.112)
C (-2.015, 2.034, 2.878)
C (-2.106, 1.079, 3.883)
C (-2.712, -0.141, 3.644)
C (-3.234, -0.423, 2.394)
C (-3.153, 0.523, 1.387)
C (-2.547, 1.743, 1.628)
S (0.696, 0.759, 1.428)
H (3.912, -2.645, -1.544)
H (4.657, -1.488, -2.649)
H (3.703, -0.916, -1.281)
H (2.405, -0.751, -3.415)
H (2.657, -2.470, -3.695)
H (1.383, -3.072, -1.699)
H (-0.871, -2.103, -2.270)
H (-0.094, -1.050, -3.453)
H (-1.051, -3.106, -4.488)
H (0.013, -4.104, -3.497)
H (0.691, -3.031, -4.725)
H (1.157, 0.520, -2.163)
H (0.755, 4.060, 3.050)
H (0.591, 2.432, 3.754)
H (-1.482, 3.702, 4.115)
H (-1.593, 4.070, 2.382)
H (-1.695, 1.294, 4.860)
H (-2.774, -0.875, 4.434)
H (-3.701, -1.378, 2.204)
H (-3.558, 0.309, 0.408)
H (-2.477, 2.478, 0.838)

Forces on atoms 1 to 2 (eV/Å):
C -0.077 0.014 -0.199
C 0.055 -0.155 0.275

# 6
Entry from the OMol25 dataset: 6 unconnected molecules or ions with the total composition C19H53N3O9 in a non-equilibrium geometry (wB97M-V/def2-TZVPD).

## Properties
SMILES string: COCCNCCOC.COCCNCCOC.COCCNCCOC.CO.O.O

Geometry (Å):
C (2.359, 1.386, -1.365)
O (3.091, 1.896, -2.434)
C (4.374, 1.330, -2.565)
C (5.399, 2.372, -2.884)
N (6.691, 1.738, -2.923)
C (7.415, 1.785, -1.688)
C (8.870, 1.483, -1.940)
O (9.389, 2.367, -2.955)
C (10.757, 2.140, -3.241)
H (1.456, 1.968, -1.282)
H (2.836, 1.561, -0.379)
H (2.065, 0.318, -1.445)
H (4.456, 0.519, -3.297)
H (4.661, 0.854, -1.612)
H (5.316, 3.182, -2.159)
H (5.243, 2.906, -3.806)
H (7.168, 2.245, -3.645)
H (6.998, 1.039, -0.988)
H (7.371, 2.724, -1.173)
H (8.865, 0.429, -2.244)
H (9.438, 1.530, -1.004)
H (11.376, 2.363, -2.391)
H (11.016, 2.841, -4.027)
H (10.957, 1.150, -3.655)
C (-6.702, -5.289, 3.006)
O (-6.124, -4.289, 2.202)
C (-6.751, -3.053, 2.492)
C (-5.930, -1.906, 1.840)
N (-4.714, -1.564, 2.593)
C (-3.576, -2.514, 2.617)
C (-3.006, -2.660, 1.255)
O (-1.732, -3.214, 1.391)
C (-1.109, -3.345, 0.136)
H (-7.773, -5.364, 2.879)
H (-6.285, -5.223, 4.005)
H (-6.366, -6.246, 2.588)
H (-6.900, -2.890, 3.564)
H (-7.777, -3.047, 2.080)
H (-6.550, -0.994, 1.798)
H (-5.728, -2.160, 0.806)
H (-4.943, -1.324, 3.545)
H (-3.838, -3.525, 2.903)
H (-2.761, -2.140, 3.212)
H (-3.028, -1.703, 0.785)
H (-3.659, -3.247, 0.598)
H (-0.177, -3.874, 0.305)
H (-0.822, -2.379, -0.317)
H (-1.758, -3.925, -0.515)
C (0.832, -1.901, 3.265)
O (1.263, -0.599, 2.903)
C (0.583, -0.129, 1.747)
C (-0.671, 0.636, 2.176)
N (-1.325, 1.315, 1.040)
C (-0.796, 2.649, 0.857)
C (-1.499, 3.471, -0.180)
O (-0.979, 3.180, -1.493)
C (-1.426, 4.071, -2.446)
H (-0.173, -1.921, 3.622)
H (1.520, -2.282, 4.038)
H (0.841, -2.652, 2.482)
H (0.256, -0.976, 1.140)
H (1.320, 0.458, 1.187)
H (-0.358, 1.435, 2.848)
H (-1.353, -0.074, 2.706)
H (-2.329, 1.316, 1.154)
H (0.251, 2.581, 0.531)
H (-0.878, 3.195, 1.821)
H (-1.372, 4.530, 0.032)
H (-2.568, 3.231, -0.126)
H (-1.161, 3.650, -3.425)
H (-1.014, 5.083, -2.290)
H (-2.521, 4.210, -2.438)
C (-4.778, 0.749, -0.049)
O (-4.257, 0.899, 1.277)
H (-5.876, 0.850, 0.047)
H (-4.342, 1.533, -0.648)
H (-4.497, -0.202, -0.483)
H (-4.472, 0.062, 1.729)
O (-1.085, -2.380, -2.866)
H (-1.035, -2.315, -3.835)
H (-1.134, -1.447, -2.576)
O (-1.612, 0.185, -1.711)
H (-1.471, 1.096, -1.966)
H (-1.443, 0.243, -0.734)

Forces on atoms 1 to 2 (eV/Å):
C -0.556 -0.201 0.959
O 0.147 -0.122 -0.332

Taking the records one at a time from the top gives energy relative to the best compared isomer or geometry (same formula, charge and spin) values of 0.0, 221.7, 170.2, 89.2, 82.2, 0.0 kJ/mol.